[1]
The following is a quantum chemistry calculation of 2 unconnected molecules or ions with the total composition C16H30Cl4NO3P at a distorted geometry, from OMol25.

The HOMO-LUMO gap comes out at 8.56 eV. The SMILES is CCN[C@@H]1[C@H](CCCCOC)OC(=O)[C@H]1P(CC)CC.ClC(Cl)(Cl)Cl. For the LUMO energy, the calculation gives 0.5 eV. The calculation puts the HOMO energy at -0.29692 Eh. The calculation puts the electronic energy at -84088.202 eV.

ORCA input file:
```
! wB97M-V def2-TZVPD RIJCOSX def2/J DEFGRID3
* xyz 0 1
C -0.96997 -1.33147 4.08290
C -0.50950 -2.30688 3.00506
N 0.61322 -1.76330 2.22633
C 0.27905 -1.28560 0.87777
C 1.43487 -0.37258 0.43291
C 2.83256 -0.94877 0.28108
C 3.49211 -0.60311 -1.05880
C 4.20450 0.74851 -1.10903
C 3.31814 1.92669 -0.76159
O 3.88535 3.11391 -1.27632
C 3.05707 4.24089 -1.05695
O 1.31457 0.71296 1.39635
C -0.01333 1.01477 1.39876
O -0.47630 2.10276 1.69993
C -0.80805 -0.22684 0.93002
P -1.88658 -0.09186 -0.55225
C -0.93373 -0.00816 -2.12199
C -1.64537 -0.90845 -3.15223
C -2.91352 1.40672 -0.34809
C -2.38068 2.73086 -0.95038
H -0.11310 -0.96999 4.64035
H -1.65426 -1.83227 4.76607
H -1.49947 -0.47182 3.68004
H -1.33962 -2.61236 2.36644
H -0.13154 -3.17849 3.53494
H 1.34892 -2.44584 2.14395
H 0.10998 -2.15800 0.24379
H 1.17606 0.11691 -0.50173
H 3.46859 -0.61399 1.09779
H 2.75392 -2.03313 0.34761
H 2.78117 -0.70112 -1.87917
H 4.25380 -1.35939 -1.24703
H 5.07452 0.70878 -0.45795
H 4.55356 0.90191 -2.12946
H 2.32968 1.78601 -1.21188
H 3.20553 1.99883 0.32072
H 2.26682 4.02325 -0.33751
H 3.65004 5.05448 -0.65166
H 2.57263 4.53840 -1.98562
H -1.53744 -0.42914 1.71194
H 0.08402 -0.36676 -2.01364
H -0.88351 0.99334 -2.54711
H -1.63155 -1.93336 -2.79093
H -2.67691 -0.59546 -3.27567
H -1.11939 -0.88784 -4.10248
H -3.07209 1.55630 0.71525
H -3.87452 1.18013 -0.80031
H -2.25253 3.47161 -0.16765
H -3.08966 3.13050 -1.66859
H -1.41746 2.62486 -1.43668
C -5.04816 -3.53298 -0.05964
Cl -6.62284 -2.73055 -0.10394
Cl -3.74654 -2.29724 -0.20175
Cl -4.88238 -4.41657 1.46792
Cl -4.93067 -4.67007 -1.40986
*
```

***

[2]
The following is a quantum chemistry calculation of a molecular structure, C28H32CuF6N4O4S2Se2, from OMol25.

The HOMO-LUMO gap (alpha / beta) comes out at 8.21 / 6.92 eV. For the LUMO energy (alpha / beta), the calculation gives 0.1 / -1.2 eV. The calculation puts the HOMO energy (alpha / beta) at -0.29621 / -0.29671 Eh. The expectation value of S² is 0.754. The calculation puts the electronic energy at -257013.102 eV.

ORCA input file:
```
! wB97M-V def2-TZVPD RIJCOSX def2/J DEFGRID3
* xyz 0 2
Cu 0.95896 0.46292 -0.17734
C 0.89324 0.97525 3.32173
Se 2.34256 0.80929 2.00845
C 3.08377 2.59178 2.42453
C 2.47322 3.79297 1.72005
Se 3.32164 4.28472 0.01433
C 2.56060 6.09373 0.03471
H 1.30670 0.99043 4.32655
H 0.23987 0.11231 3.20559
H 0.33217 1.88563 3.12241
H 4.15200 2.51016 2.23732
H 2.91837 2.67701 3.49703
H 2.61517 4.67271 2.34754
H 1.40565 3.65450 1.54111
H 1.52822 6.03909 0.37586
H 2.58502 6.47341 -0.98374
H 3.14022 6.74691 0.68191
C -4.16114 -3.76093 1.55276
C -4.72602 -2.88793 0.46487
C -6.03229 -3.03935 0.02107
C -6.55241 -2.23782 -0.98618
C -5.75176 -1.27152 -1.57104
C -4.43969 -1.10771 -1.15384
C -3.92681 -1.90631 -0.13462
N -2.58601 -1.80216 0.29864
C -1.71620 -0.76099 0.07549
N -2.26178 0.46501 0.16570
C -1.70339 1.71267 -0.17574
C -0.35651 1.86822 -0.48730
C 0.06980 3.11905 -0.92607
C -0.80030 4.19743 -0.98746
C -2.11830 4.03597 -0.58742
C -2.59526 2.79750 -0.18958
C -4.03789 2.63448 0.22488
N -0.45572 -0.98107 -0.13931
C -0.07088 -2.35398 -0.22291
C 0.29707 -3.02902 0.93547
C 0.60014 -4.38207 0.88884
C 0.51155 -5.06004 -0.31533
C 0.14583 -4.38020 -1.46747
C -0.13945 -3.02190 -1.44751
C -0.52500 -2.27421 -2.69286
H -4.93681 -4.38940 1.98513
H -3.72066 -3.15480 2.34736
H -3.37540 -4.41870 1.16708
H -6.65590 -3.80041 0.47479
H -7.57274 -2.37789 -1.31766
H -6.14093 -0.65372 -2.37032
H -3.80560 -0.37777 -1.64235
H -2.11912 -2.67977 0.47672
H -3.24382 0.47573 0.38484
H 1.09929 3.25828 -1.23041
H -0.45044 5.15942 -1.34279
H -2.79271 4.88476 -0.59761
H -4.52528 3.60712 0.25272
H -4.12097 2.20145 1.22631
H -4.59624 2.00478 -0.47453
H 0.35278 -2.47768 1.86796
H 0.89566 -4.89819 1.79334
H 0.74701 -6.11518 -0.36551
H 0.09342 -4.91519 -2.40808
H -0.39269 -2.90067 -3.57316
H 0.09034 -1.37921 -2.80652
H -1.56966 -1.95407 -2.65057
F 7.19631 0.69209 -2.64803
C 6.67197 1.09694 -1.49195
F 7.19326 0.37184 -0.49807
F 6.98542 2.37461 -1.30125
S 4.83174 0.90265 -1.48447
O 4.44925 1.31214 -0.15496
O 4.33061 1.66415 -2.58308
N 4.77877 -0.66583 -1.72207
S 3.67652 -1.56755 -1.07145
O 3.50555 -2.77745 -1.79896
O 2.44705 -0.85575 -0.71335
C 4.40344 -2.13285 0.55842
F 5.14607 -1.18351 1.11811
F 3.43192 -2.47670 1.40916
F 5.16767 -3.19962 0.34413
*
```

***

[3]
The following is a quantum chemistry calculation of 12 unconnected molecules or ions with the total composition C18H36Cl23NO5S, from OMol25.

The HOMO-LUMO gap comes out at 9.93 eV. The SMILES is COCOC(=O)NCCCCS(=O)(=O)Cl.ClCCl.ClCCl.ClCCl.ClCCl.ClCCl.ClCCl.ClCCl.ClCCl.ClCCl.ClCCl.ClCCl. For the LUMO energy, the calculation gives 0.2 eV. The calculation puts the HOMO energy at -0.35693 Eh. The calculation puts the electronic energy at -329828.516 eV.

ORCA input file:
```
! wB97M-V def2-TZVPD RIJCOSX def2/J DEFGRID3
* xyz 0 1
C 0.05412 4.94906 0.93570
O -1.20136 4.66031 1.54446
C -1.08657 4.08573 2.79098
O -1.06364 2.64996 2.63741
C -1.65180 1.95450 3.61923
O -1.77468 2.36795 4.74248
N -2.06905 0.70802 3.21092
C -1.57699 -0.38697 4.05019
C -0.04837 -0.58850 3.94616
C 0.61992 -0.89071 5.29768
C 1.30101 0.30507 5.97690
S 2.36330 1.19323 4.86071
O 3.03932 0.25371 4.01664
O 1.68531 2.31342 4.29274
Cl 3.75905 1.92663 6.14828
H 0.73397 5.40046 1.66129
H -0.12678 5.66327 0.13234
H 0.49494 4.04474 0.50325
H -0.15085 4.37807 3.28054
H -1.93713 4.36040 3.41450
H -1.87822 0.52975 2.23357
H -2.08611 -1.29973 3.72728
H -1.89863 -0.19725 5.07604
H 0.39850 0.27414 3.44878
H 0.13042 -1.43894 3.28030
H -0.16988 -1.20217 5.99173
H 1.31740 -1.72637 5.24567
H 1.95121 -0.05006 6.78097
H 0.60528 1.01816 6.42675
C 3.68597 -0.07356 0.40177
Cl 3.22687 -1.49051 -0.56502
Cl 3.07254 1.42486 -0.30981
H 3.27292 -0.17763 1.39916
H 4.76715 -0.02129 0.43468
C 0.88387 0.08138 -3.20816
Cl -0.42788 -1.10721 -3.10017
Cl 0.30851 1.64312 -3.79134
H 1.31679 0.21405 -2.22447
H 1.62394 -0.29972 -3.90144
C -3.72606 -2.06441 -4.73011
Cl -3.72120 -3.65863 -5.50470
Cl -5.19447 -1.79419 -3.78251
H -2.87241 -2.00425 -4.06788
H -3.67093 -1.31100 -5.50235
C 3.85781 6.93368 0.20896
Cl 3.96814 5.17182 0.29911
Cl 2.19983 7.51142 0.41240
H 4.45734 7.35257 1.00788
H 4.22157 7.25585 -0.75894
C -3.31333 -2.08913 -0.43662
Cl -3.32804 -3.52815 0.58851
Cl -3.04360 -0.61735 0.50858
H -2.50961 -2.18452 -1.15783
H -4.27296 -2.00341 -0.93153
C 1.91317 -4.77432 -0.50198
Cl 2.19372 -6.51703 -0.53354
Cl 0.21348 -4.36552 -0.22481
H 2.51093 -4.34352 0.29196
H 2.19906 -4.36942 -1.46569
C -4.56344 2.20680 -5.31166
Cl -3.36354 1.14552 -4.56135
Cl -4.76177 1.86496 -7.03218
H -5.51483 2.04922 -4.81741
H -4.23374 3.23231 -5.19965
C -5.67375 5.53010 -7.97416
Cl -6.25541 5.04149 -6.37476
Cl -3.97508 5.12285 -8.23729
H -6.26930 5.02172 -8.72259
H -5.78254 6.60465 -8.05308
C -1.52815 -4.01904 -8.47509
Cl -0.84496 -5.26033 -9.53365
Cl -1.93660 -2.53863 -9.35021
H -2.43167 -4.40889 -8.02480
H -0.79513 -3.77454 -7.71610
C 6.13132 -5.99371 1.47793
Cl 5.55751 -7.38774 0.56500
Cl 5.39881 -4.47406 0.93503
H 5.87944 -6.14172 2.52067
H 7.20295 -5.91252 1.34324
C 2.86858 -4.39638 7.03076
Cl 1.27917 -4.12189 6.30496
Cl 4.11951 -4.63911 5.80893
H 3.13258 -3.52220 7.61361
H 2.81321 -5.27873 7.65623
*
```

***

[4]
The following is a quantum chemistry calculation of a single C17H24N2O5S molecule at a distorted geometry, from OMol25.

The HOMO-LUMO gap comes out at 9.38 eV. The SMILES is CCOC(=O)C(NC(=O)CN[C@H]1CCCc2sccc21)C(=O)OCC. For the LUMO energy, the calculation gives 0.7 eV. The calculation puts the HOMO energy at -0.31961 Eh. The energy above the lowest of the compared OMol25 structures with the same formula, charge and spin is 102.2 kJ/mol. The calculation puts the electronic energy at -42071.731 eV.

ORCA input file:
```
! wB97M-V def2-TZVPD RIJCOSX def2/J DEFGRID3
* xyz 0 1
O 3.22984 1.14476 1.15160
O 1.10329 -2.12560 3.80970
O 1.63352 -2.60128 -0.31353
O -0.53161 -1.59726 2.25428
O 2.75833 -3.45486 1.47738
S -4.21336 1.99819 -2.93086
C 2.09255 1.06310 0.70046
C 0.76203 -1.70578 2.70069
C 2.04550 -2.49935 0.84882
C -3.80121 0.91932 -1.57513
C -2.59646 1.19182 -1.08881
C -2.67572 2.80139 -2.78663
C -1.90200 2.24652 -1.83049
N 1.37080 -0.06566 0.93321
N 0.23413 1.76606 -0.82095
C 1.45535 2.21881 -0.09452
C 1.82007 -1.26182 1.68962
C -2.87688 -1.45909 2.56229
C 3.53121 -5.72550 1.73114
C -1.54097 -1.75876 3.28305
C 2.99575 -4.68109 0.77091
C -2.23429 3.93935 -3.65739
C -0.84314 4.39223 -3.34191
C 0.09261 3.30019 -2.81391
C -0.56085 2.82888 -1.49061
H -4.47676 0.13412 -1.21418
H -2.12393 0.66592 -0.28896
H 0.38765 -0.00608 0.67190
H 0.41005 0.99797 -1.48847
H 2.21584 2.65929 -0.75795
H 1.19738 2.98320 0.61400
H 2.75612 -1.04712 2.15362
H -3.69716 -1.60388 3.24695
H -2.90526 -0.39489 2.22405
H -3.00531 -2.10201 1.70513
H 3.71692 -6.64053 1.19019
H 4.46259 -5.37396 2.17787
H 2.79991 -5.98524 2.52966
H -1.53738 -2.81885 3.66008
H -1.34595 -1.08811 4.12209
H 3.71700 -4.45049 -0.02761
H 2.01923 -5.05242 0.39616
H -2.94397 4.76668 -3.53753
H -2.30395 3.61164 -4.69134
H -0.41987 4.83086 -4.23113
H -0.84029 5.18884 -2.61179
H 0.18215 2.46418 -3.52861
H 1.08987 3.70831 -2.66967
H -0.70339 3.67801 -0.81285
*
```